DFT (ωB97M-V/def2-TZVPD) results for a molecular structure, C27H46BrIrNP2S at a distorted geometry.

Summary:
* spin multiplicity: 6
* calculated total energy: -4868.67772 a.u.
* gap between HOMO and LUMO (spin up / spin down): 0.2585 / 0.1953 hartree
* total charge: +4
* molar mass: 750.8 g mol⁻¹

```
79
C27H46BrIrNP2S | the Open Molecules 2025 dataset | ωB97M-V/def2-TZVPD
N -1.730 -5.013 5.377
C -1.771 -3.774 5.884
C -1.224 -2.665 5.236
C -0.669 -2.817 3.921
C -0.599 -4.156 3.434
C -1.144 -5.194 4.188
C -0.375 -1.655 3.119
Ir 0.570 -0.189 1.149
P -0.851 2.148 -3.631
C -0.573 -1.676 1.683
C -1.619 -0.736 1.183
C -2.113 -0.862 -0.163
C -3.207 -0.103 -0.559
C -3.933 0.732 0.331
C -3.455 0.795 1.663
C -2.367 0.045 2.108
Br -5.259 1.807 -0.314
H -0.157 -0.693 3.618
H -0.596 -2.627 1.143
H -1.309 -1.685 5.718
H -0.162 -4.394 2.459
H -2.262 -3.686 6.866
H -1.118 -6.225 3.819
H -1.678 -1.625 -0.814
H -2.153 -0.043 3.173
H -3.525 -0.153 -1.594
H -3.945 1.451 2.378
P 2.351 -0.710 -0.010
C -2.497 2.494 -2.904
C -3.629 2.530 -3.943
H -2.436 3.480 -2.418
H -2.691 1.735 -2.136
H -4.588 2.736 -3.452
H -3.440 3.329 -4.672
H -3.717 1.577 -4.481
C -0.782 0.340 -3.820
C -0.720 -0.073 -5.302
H -1.672 -0.079 -3.327
H 0.106 -0.028 -3.290
H -0.750 -1.165 -5.395
H -1.564 0.336 -5.873
H 0.208 0.277 -5.769
C 0.387 2.817 -2.490
C 0.888 4.186 -2.981
H 1.212 2.092 -2.416
H -0.085 2.884 -1.497
H 1.842 4.433 -2.502
H 1.042 4.187 -4.070
H 0.174 4.986 -2.739
C 3.273 0.824 -0.462
C 4.785 0.648 -0.453
H 2.983 1.625 0.241
H 2.926 1.141 -1.457
H 5.175 0.609 0.567
H 5.099 -0.257 -0.983
H 5.269 1.497 -0.941
C 1.861 -1.425 -1.628
C 1.591 -2.925 -1.625
H 2.633 -1.153 -2.364
H 0.955 -0.860 -1.893
H 2.485 -3.510 -1.370
H 0.777 -3.173 -0.931
H 1.273 -3.226 -2.629
C 3.400 -1.921 0.882
C 3.300 -1.782 2.404
H 4.435 -1.836 0.535
H 3.054 -2.905 0.557
H 3.500 -2.756 2.860
H 4.039 -1.078 2.790
H 2.283 -1.457 2.697
C 1.351 2.335 2.716
S 0.732 2.079 1.035
C -0.801 3.077 1.112
H 1.509 1.372 3.215
H 0.637 2.949 3.267
H 2.299 2.869 2.613
H -1.089 3.237 2.154
H -0.532 4.025 0.634
H -1.616 2.600 0.565
```

=====

DFT (ωB97M-V/def2-TZVPD) results for a molecular structure, C27H46BrN3OP2Zn at a distorted geometry.

Summary:
* calculated total energy: -6331.46594 a.u.
* ΔE to the lowest compared entry with this formula, charge and spin: 0.0 kcal per mole
* gap between HOMO and LUMO: 0.2235 hartree
* total charge: +2
* molar mass: 635.9 g mol⁻¹

```
81
C27H46BrN3OP2Zn | the Open Molecules 2025 dataset | ωB97M-V/def2-TZVPD
N -4.923 -1.259 3.203
C -4.129 -0.322 3.715
C -3.791 0.825 2.999
C -4.280 1.001 1.683
C -5.158 0.018 1.167
C -5.448 -1.075 1.992
C -3.809 2.101 0.888
Zn 0.699 0.220 -0.712
P 2.931 0.427 -1.601
C -3.924 2.154 -0.466
C -2.814 2.606 -1.272
C -2.694 2.145 -2.602
C -1.481 2.253 -3.276
C -0.407 2.855 -2.607
C -0.554 3.486 -1.367
C -1.772 3.380 -0.699
Br 1.222 3.233 -3.625
H -3.220 2.864 1.406
H -4.781 1.714 -0.984
H -3.092 1.537 3.432
H -5.550 0.064 0.148
H -3.726 -0.475 4.716
H -6.124 -1.844 1.630
H -3.530 1.622 -3.061
H -1.878 3.834 0.290
H -1.375 1.900 -4.298
H 0.261 4.071 -0.945
P -0.112 -1.973 -0.930
C 3.392 2.111 -1.017
C 4.232 2.993 -1.930
H 3.913 1.962 -0.049
H 2.438 2.624 -0.793
H 4.415 3.947 -1.415
H 5.200 2.541 -2.179
H 3.692 3.239 -2.853
C 2.393 0.306 -3.343
C 3.471 0.525 -4.401
H 1.609 1.082 -3.492
H 1.877 -0.659 -3.473
H 2.981 0.700 -5.369
H 4.104 1.397 -4.184
H 4.114 -0.358 -4.520
C 4.367 -0.705 -1.464
C 5.728 -0.050 -1.722
H 4.207 -1.548 -2.164
H 4.306 -1.113 -0.438
H 6.508 -0.821 -1.693
H 5.772 0.422 -2.714
H 5.982 0.695 -0.958
C 0.667 -3.422 -0.113
C 2.190 -3.482 -0.167
H 0.234 -4.315 -0.599
H 0.336 -3.413 0.934
H 2.529 -4.401 0.328
H 2.572 -3.505 -1.193
H 2.660 -2.647 0.362
C -0.080 -2.508 -2.695
C -1.092 -1.773 -3.571
H -0.245 -3.600 -2.690
H 0.947 -2.339 -3.052
H -0.948 -2.076 -4.614
H -2.119 -2.023 -3.280
H -0.991 -0.680 -3.538
C -1.891 -2.131 -0.477
C -2.215 -2.551 0.957
H -2.346 -2.837 -1.191
H -2.337 -1.140 -0.664
H -3.283 -2.795 1.034
H -1.656 -3.434 1.290
H -2.029 -1.731 1.662
C -0.632 -0.821 4.147
N 0.552 -0.092 3.726
C 0.835 0.368 2.488
N 2.004 1.085 2.436
O 0.117 0.169 1.460
H -0.993 -1.502 3.369
H -1.442 -0.138 4.433
H -0.354 -1.404 5.031
H 1.196 0.235 4.442
H 2.323 1.491 1.567
H 2.536 1.224 3.295
```

=====

DFT (ωB97M-V/def2-TZVPD) results for a molecular structure, C27H46BrNOP2PbS at a distorted geometry.

Summary:
* calculated total energy: -5033.47238 a.u.
* ΔE to the lowest compared entry with this formula, charge and spin: 101.9 kcal per mole
* gap between HOMO and LUMO (spin up / spin down): 0.1252 / 0.1253 hartree
* total charge: +2
* molar mass: 781.8 g mol⁻¹

```
80
C27H46BrNOP2PbS | the Open Molecules 2025 dataset | ωB97M-V/def2-TZVPD
N -6.237 5.077 -4.205
C -6.041 5.620 -3.006
C -5.024 5.186 -2.155
C -4.144 4.155 -2.573
C -4.401 3.579 -3.853
C -5.457 4.085 -4.625
C -3.082 3.685 -1.703
Pb -0.682 3.675 -0.338
P 5.409 -0.388 0.472
C -1.973 2.937 -2.170
C -1.456 1.752 -1.483
C -0.371 1.001 -2.043
C -0.003 -0.187 -1.488
C -0.610 -0.712 -0.257
C -1.622 0.131 0.325
C -1.990 1.354 -0.211
Br 1.328 -0.671 1.103
H -3.198 3.989 -0.645
H -1.666 3.039 -3.215
H -4.918 5.645 -1.176
H -3.811 2.746 -4.242
H -6.716 6.420 -2.709
H -5.663 3.658 -5.612
H 0.095 1.401 -2.961
H -2.877 1.845 0.228
H 0.879 -0.719 -1.865
H -2.050 -0.154 1.288
P -1.053 -2.495 -0.250
C 4.638 1.239 0.793
C 5.641 2.355 0.450
H 4.356 1.255 1.856
H 3.715 1.296 0.199
H 5.250 3.323 0.771
H 6.608 2.199 0.943
H 5.840 2.410 -0.626
C 4.628 -0.996 -1.075
C 5.410 -2.184 -1.654
H 4.632 -0.148 -1.778
H 3.586 -1.253 -0.826
H 5.021 -2.432 -2.647
H 6.477 -1.948 -1.757
H 5.325 -3.078 -1.024
C 4.697 -1.569 1.697
C 5.553 -1.714 2.957
H 4.621 -2.535 1.176
H 3.669 -1.236 1.924
H 5.044 -2.380 3.663
H 6.532 -2.153 2.725
H 5.723 -0.755 3.461
C -0.782 -3.149 1.404
C -1.365 -4.529 1.672
H -1.180 -2.431 2.132
H 0.312 -3.154 1.509
H -2.308 -4.448 2.216
H -1.527 -5.125 0.772
H -0.680 -5.083 2.322
C 0.108 -3.235 -1.400
C -0.234 -3.082 -2.884
H 0.158 -4.292 -1.113
H 1.092 -2.798 -1.164
H -1.252 -3.408 -3.124
H -0.105 -2.057 -3.245
H 0.459 -3.711 -3.451
C -2.794 -2.728 -0.643
C -3.811 -2.432 0.460
H -2.880 -3.784 -0.942
H -2.994 -2.095 -1.521
H -4.728 -2.041 0.010
H -4.100 -3.338 1.007
H -3.473 -1.691 1.192
C -0.627 2.337 5.174
S -0.101 1.692 3.588
C -0.874 0.084 3.789
O -0.792 2.450 2.474
H -0.708 1.506 5.881
H -1.578 2.864 5.071
H 0.168 3.016 5.483
H -1.941 0.173 3.543
H -0.349 -0.606 3.107
H -0.747 -0.257 4.822
```